(1)
A 8-piece molecular cluster, C34H66N3O8S overall, computed with ωB97M-V/def2-TZVPD.

Cartesian coordinates (Å):
C (-3.3421, -0.0032, -1.6689)
C (-2.4556, -1.2189, -1.6329)
O (-2.8786, -2.3245, -1.5036)
N (-1.0512, -0.9480, -1.7718)
C (-0.1861, -2.0756, -1.3717)
C (-0.7738, -0.4586, -3.0455)
C (-1.1720, -0.8402, -4.2906)
N (-0.5959, 0.0453, -5.1757)
C (0.1314, 0.9386, -4.5157)
N (0.0507, 0.6568, -3.2145)
S (0.8317, 1.5699, -1.9945)
H (-2.8502, 0.7968, -1.1262)
H (-4.2940, -0.2617, -1.2317)
H (-3.4511, 0.3197, -2.6998)
H (-0.0476, -2.0396, -0.2977)
H (0.7975, -1.9660, -1.8114)
H (-0.6044, -3.0397, -1.6393)
H (-1.8232, -1.6495, -4.5532)
H (-0.6988, 0.0609, -6.1777)
H (0.6845, 1.7589, -4.9319)
H (-0.1363, 2.3447, -1.4366)
C (5.7472, 0.7869, 0.5377)
C (4.3617, 1.2666, 0.1113)
C (4.0033, 0.2454, -0.9603)
O (4.6423, -0.9725, -0.5952)
C (5.5938, -0.7229, 0.4550)
H (6.0424, 1.1207, 1.5315)
H (6.4971, 1.1323, -0.1776)
H (3.6646, 1.1914, 0.9510)
H (4.3442, 2.2932, -0.2551)
H (4.3798, 0.5540, -1.9448)
H (2.9288, 0.0747, -1.0397)
H (5.1939, -1.1310, 1.3887)
H (6.5256, -1.2353, 0.2309)
C (-5.3224, -4.6558, 1.2689)
C (-3.9133, -4.0860, 1.1249)
C (-4.1208, -2.6404, 1.5500)
O (-5.1782, -2.6429, 2.5046)
C (-5.8280, -3.9254, 2.5047)
H (-5.3490, -5.7384, 1.3783)
H (-5.9272, -4.3866, 0.3986)
H (-3.2362, -4.5880, 1.8204)
H (-3.5002, -4.1751, 0.1224)
H (-4.4240, -2.0184, 0.6986)
H (-3.2285, -2.1991, 2.0013)
H (-5.5451, -4.4556, 3.4207)
H (-6.9073, -3.7869, 2.5010)
C (7.0878, -4.1578, 3.7814)
C (6.6125, -5.1143, 2.6910)
C (6.4097, -4.1665, 1.5171)
O (7.3651, -3.1154, 1.6773)
C (7.9435, -3.1835, 2.9845)
H (7.6396, -4.6443, 4.5838)
H (6.2332, -3.6377, 4.2215)
H (7.3966, -5.8385, 2.4606)
H (5.7087, -5.6633, 2.9508)
H (5.4046, -3.7281, 1.5291)
H (6.5646, -4.6461, 0.5502)
H (8.9728, -3.5444, 2.8906)
H (7.9661, -2.1827, 3.4180)
C (4.5110, 0.4923, 6.1006)
C (3.8814, 1.6211, 5.2894)
C (5.0637, 2.0990, 4.4574)
O (5.8921, 0.9547, 4.2371)
C (5.4707, -0.1156, 5.0878)
H (3.7910, -0.2283, 6.4844)
H (5.0657, 0.9036, 6.9463)
H (3.0984, 1.2222, 4.6394)
H (3.4473, 2.4120, 5.8987)
H (5.6485, 2.8534, 4.9935)
H (4.7645, 2.5153, 3.4934)
H (4.9712, -0.8730, 4.4721)
H (6.3469, -0.5699, 5.5511)
C (-11.2109, -3.8625, 0.9401)
C (-10.2605, -3.0847, 0.0339)
C (-9.0702, -2.8589, 0.9561)
O (-9.0279, -3.9810, 1.8419)
C (-10.2421, -4.7315, 1.7292)
H (-11.9552, -4.4451, 0.4002)
H (-11.7344, -3.1769, 1.6096)
H (-9.9668, -3.7027, -0.8178)
H (-10.6794, -2.1553, -0.3485)
H (-9.1950, -1.9495, 1.5530)
H (-8.1219, -2.7910, 0.4192)
H (-10.0250, -5.6654, 1.2003)
H (-10.6052, -4.9758, 2.7272)
C (1.7819, 6.1496, -4.9533)
C (2.3661, 5.7796, -6.3145)
C (2.3461, 4.2603, -6.2603)
O (1.2216, 3.9026, -5.4368)
C (0.7287, 5.0699, -4.7614)
H (1.3643, 7.1536, -4.9137)
H (2.5506, 6.0687, -4.1820)
H (1.7125, 6.1378, -7.1122)
H (3.3630, 6.1789, -6.4869)
H (3.2546, 3.8659, -5.7952)
H (2.2312, 3.8013, -7.2422)
H (-0.2240, 5.3569, -5.2185)
H (0.5523, 4.8277, -3.7117)
C (-1.3210, 6.2514, 0.0923)
C (-2.4945, 6.2139, -0.8836)
C (-2.0585, 5.1295, -1.8564)
O (-1.2609, 4.2061, -1.0985)
C (-0.9436, 4.7814, 0.1815)
H (-1.5698, 6.6790, 1.0610)
H (-0.4974, 6.8282, -0.3339)
H (-3.4044, 5.9099, -0.3628)
H (-2.6861, 7.1652, -1.3756)
H (-1.4415, 5.5414, -2.6616)
H (-2.8980, 4.5951, -2.3018)
H (-1.5304, 4.2651, 0.9470)
H (0.1154, 4.6265, 0.3924)

Properties
charge = +1
E = -68004.83670 eV
maximum force = 1.13 eV Å⁻¹
lowest unoccupied orbital energy = -2.64 eV
HOMO-LUMO gap = 7.95 eV

Mulliken atomic charge list, values in e, 99 entries: -1.219 0.626 -0.493 0.465 -0.962 -0.150 -0.663 0.028 -0.337 0.076 -0.053 0.342 0.412 0.318 0.316 0.391 0.304 0.551 0.231 0.675 0.103 -0.467 -0.571 0.250 -0.466 -0.012 0.213 0.306 0.215 0.448 0.226 -0.310 -0.058 0.229 -0.546 -0.430 0.019 -0.469 -0.194 0.395 0.188 0.288 0.279 -0.093 0.270 0.309 0.044 -0.412 -0.582 -0.382 -0.352 -0.363 0.392 0.124 0.262 0.339 0.201 0.318 0.256 0.225 -0.594 -0.576 -0.332 -0.388 -0.207 0.352 0.273 0.235 0.363 0.292 0.209 0.106 0.265 -0.565 -0.587 -0.238 -0.398 -0.490 0.343 0.262 0.285 0.346 0.262 0.147 0.276 0.279 -0.584 -0.628 -0.536 -0.291 0.054 0.364 0.285 0.255 0.358 0.309 0.325 0.278 -0.202

(2)
A 12-piece molecular cluster, C34H68Br14O10 overall, computed with ωB97M-V/def2-TZVPD.

Cartesian coordinates (Å):
O (-22.6573, -0.4978, 18.6838)
C (-21.8366, 0.3016, 19.1245)
O (-20.4983, 0.1347, 19.1948)
C (-19.8626, -1.0382, 18.6481)
C (-18.5556, -1.2426, 19.3156)
C (-22.2790, 1.6235, 19.6742)
H (-19.6657, -0.7827, 17.6070)
H (-20.4821, -1.9322, 18.7199)
H (-17.9426, -0.3834, 19.0436)
H (-18.0708, -2.1901, 19.0805)
H (-18.7215, -1.2860, 20.3921)
H (-21.4985, 2.1174, 20.2529)
H (-23.1851, 1.5290, 20.2727)
H (-22.5160, 2.2796, 18.8366)
O (-24.8467, -4.6803, 18.7110)
C (-24.8123, -4.5610, 17.4924)
O (-24.8658, -5.5764, 16.6052)
C (-25.5165, -6.7693, 16.9922)
C (-27.0862, -6.5557, 17.0247)
C (-24.7751, -3.1927, 16.8236)
H (-25.0106, -7.2035, 17.8546)
H (-25.3800, -7.5795, 16.2759)
H (-27.4804, -7.5719, 17.0311)
H (-27.5265, -6.0394, 16.1716)
H (-27.3990, -6.0936, 17.9610)
H (-25.8081, -2.8857, 16.6599)
H (-24.3223, -3.2529, 15.8340)
H (-24.2527, -2.5109, 17.4947)
O (-23.6025, 4.9383, 18.2878)
C (-24.4748, 5.7674, 18.2518)
O (-24.6505, 6.7176, 19.1947)
C (-23.8691, 6.8203, 20.3510)
C (-24.3988, 5.8105, 21.4364)
C (-25.2627, 6.0072, 16.9731)
H (-23.9630, 7.8132, 20.7910)
H (-22.7936, 6.6989, 20.2215)
H (-25.4833, 5.7571, 21.5317)
H (-23.8895, 6.0617, 22.3667)
H (-24.2219, 4.7456, 21.2854)
H (-24.6832, 6.7106, 16.3752)
H (-26.2041, 6.4780, 17.2562)
H (-25.3889, 5.0518, 16.4638)
O (-19.9982, -0.7116, 26.1777)
C (-19.6243, -1.1798, 25.0631)
O (-19.3335, -0.5219, 24.0160)
C (-19.1655, 0.9037, 24.0447)
C (-19.3246, 1.2804, 22.5794)
C (-19.6215, -2.7086, 24.8642)
H (-18.1559, 1.0365, 24.4335)
H (-19.8522, 1.4309, 24.7069)
H (-18.6091, 0.7116, 21.9855)
H (-19.1784, 2.3397, 22.3683)
H (-20.3602, 1.1645, 22.2595)
H (-18.7384, -3.1143, 25.3579)
H (-19.6974, -2.8204, 23.7826)
H (-20.5897, -2.9811, 25.2841)
O (-28.2450, 3.8921, 16.7734)
C (-28.1818, 4.3159, 17.8968)
O (-27.2490, 4.0110, 18.8513)
C (-26.2723, 2.9630, 18.6269)
C (-26.7289, 1.5742, 19.0838)
C (-29.1060, 5.4188, 18.3829)
H (-25.4157, 3.2251, 19.2479)
H (-25.9668, 3.0482, 17.5841)
H (-27.5083, 1.0998, 18.4874)
H (-27.1272, 1.7186, 20.0881)
H (-25.9018, 0.8988, 19.3026)
H (-29.4607, 5.0840, 19.3577)
H (-29.9250, 5.5668, 17.6790)
H (-28.5694, 6.3600, 18.5026)
Br (-20.8587, -5.4386, 18.8921)
C (-21.0904, -4.5683, 20.6853)
C (-22.3306, -3.7874, 20.5254)
Br (-22.7316, -2.6759, 22.1283)
H (-20.2134, -3.9382, 20.8339)
H (-21.0962, -5.2249, 21.5553)
H (-23.1504, -4.5008, 20.4411)
H (-22.3600, -3.0846, 19.6928)
Br (-17.0422, 0.3725, 12.5594)
C (-16.6692, 0.7774, 14.4646)
C (-16.4239, -0.5357, 15.2050)
Br (-15.8473, -0.1723, 17.0593)
H (-17.5344, 1.2812, 14.8956)
H (-15.8179, 1.4577, 14.4415)
H (-15.7160, -1.1182, 14.6154)
H (-17.3362, -1.1306, 15.2474)
Br (-16.6912, -4.9358, 18.9716)
C (-16.2397, -4.0920, 17.1977)
C (-17.2932, -4.3915, 16.1287)
Br (-16.8074, -3.7975, 14.3052)
H (-15.2450, -4.4179, 16.8936)
H (-15.9817, -3.0366, 17.2851)
H (-18.2778, -3.9995, 16.3836)
H (-17.4776, -5.4617, 16.0353)
Br (-16.3131, 2.6080, 21.3455)
C (-14.9894, 2.0068, 19.9981)
C (-14.4883, 0.5458, 20.1980)
Br (-12.8283, 0.3545, 19.0995)
H (-14.1812, 2.7381, 20.0133)
H (-15.4989, 2.1252, 19.0419)
H (-15.1336, -0.2562, 19.8396)
H (-14.2945, 0.3934, 21.2598)
Br (-24.6968, 2.6049, 13.5790)
C (-22.7852, 2.1702, 13.9916)
C (-22.6227, 1.6524, 15.4383)
Br (-20.6951, 1.2978, 15.8291)
H (-22.1873, 3.0290, 13.6865)
H (-22.4422, 1.4207, 13.2784)
H (-23.2168, 0.7496, 15.5801)
H (-23.0468, 2.3267, 16.1824)
Br (-17.5546, 3.2026, 17.2471)
C (-19.0172, 4.4183, 16.7125)
C (-20.0789, 4.3358, 17.8055)
Br (-19.4705, 5.1648, 19.5236)
H (-19.3921, 4.1706, 15.7194)
H (-18.6846, 5.4521, 16.6195)
H (-20.2990, 3.2759, 17.9324)
H (-21.0143, 4.8096, 17.5077)
Br (-16.8070, -1.8804, 22.2729)
C (-16.4482, -3.6319, 23.1314)
C (-15.4566, -3.6146, 24.2633)
Br (-13.6557, -3.1419, 23.6873)
H (-16.1983, -4.4044, 22.4041)
H (-17.3797, -3.9854, 23.5733)
H (-15.3703, -4.5904, 24.7413)
H (-15.7967, -2.8905, 25.0037)

Properties
charge = +1
E = -1037421.72489 eV
maximum force = 6.21 eV Å⁻¹
lowest unoccupied orbital energy (spin up / spin down) = -3.09 / -9.41 eV
HOMO-LUMO gap (spin up / spin down) = 8.33 / 2.02 eV
spin multiplicity = 2

Mulliken atomic charge list, values in e, 99 entries: -0.669 0.459 0.064 0.166 0.327 -0.139 -0.032 -0.026 -0.109 -0.009 -0.167 0.075 0.431 -0.333 -0.596 0.761 -0.355 -0.323 -1.035 -0.762 0.303 0.331 0.381 0.289 0.297 0.296 0.340 0.105 -0.455 0.761 -0.356 -0.126 -0.974 -1.026 0.332 0.188 0.295 0.409 0.128 0.413 0.238 0.209 -0.647 0.541 -0.019 -0.620 -0.482 -0.364 0.281 0.351 -0.051 0.525 0.145 0.187 -0.107 0.295 -0.561 0.739 -0.309 0.519 -1.440 -0.987 -0.195 0.255 0.366 0.382 0.351 0.302 0.328 0.247 -0.211 -0.379 -0.362 -0.198 0.059 0.570 0.440 0.032 -0.123 -0.570 -0.546 0.091 0.132 0.441 0.548 0.351 -0.131 -0.195 -0.495 -0.143 0.498 -0.159 0.277 0.422 -0.040 -0.024 -0.552 0.170 0.494

(3)
A 8-piece molecular cluster, C34H68BrF5O25S8 overall, computed with ωB97M-V/def2-TZVPD.

Cartesian coordinates (Å):
C (-4.1561, -3.5155, 1.2604)
C (-3.9757, -2.6011, -0.0761)
Br (-4.3213, -3.6708, -1.7544)
C (-4.8947, -1.2921, -0.0218)
C (-4.3898, -0.0675, -0.9296)
O (-5.6732, 0.6238, -1.2258)
S (-6.0252, 1.5797, 0.1409)
O (-6.6022, 2.8307, -0.4810)
O (-7.1276, 0.8126, 0.8358)
O (-4.4921, 1.6023, 0.8205)
C (-3.5685, 1.1508, -0.2060)
C (-2.1815, 0.4721, 0.2080)
F (-1.7494, -0.2787, -0.9518)
F (-2.2890, -0.3784, 1.3721)
C (-0.9983, 1.4975, 0.5240)
C (-0.9371, 2.2624, 1.8849)
C (0.2652, 3.2041, 2.1327)
C (1.3968, 3.4142, 1.0939)
C (1.3156, 2.6495, -0.2474)
C (2.4656, 2.7844, -1.3512)
F (2.0205, 2.5640, -2.6739)
F (3.2161, 3.9896, -1.2152)
F (3.4048, 1.7198, -1.0741)
C (0.1202, 1.6900, -0.5444)
H (-5.2430, -3.6049, 1.5904)
H (-3.6518, -4.5134, 1.0242)
H (-3.5332, -3.0245, 2.1025)
H (-2.8443, -2.3710, -0.1179)
H (-4.9938, -0.9098, 1.0610)
H (-5.9442, -1.5807, -0.3615)
H (-4.0574, -0.3542, -1.9942)
H (-3.5476, 1.9869, -0.9901)
H (-1.7530, 2.0797, 2.6571)
H (0.3674, 3.7594, 3.1321)
H (2.3036, 4.0955, 1.2668)
H (0.1368, 1.1674, -1.5618)
C (-7.7793, 2.9734, -3.2509)
C (-8.5904, 3.1328, -4.5236)
O (-7.9953, 4.0746, -5.4187)
S (-6.6568, 3.6405, -6.2149)
C (-6.5916, 5.0117, -7.3300)
O (-6.9280, 2.4416, -6.9665)
O (-5.5299, 3.7358, -5.3249)
H (-6.8025, 2.5335, -3.4556)
H (-8.2959, 2.3241, -2.5405)
H (-7.6043, 3.9453, -2.7824)
H (-8.7348, 2.1699, -5.0236)
H (-9.5804, 3.5176, -4.2707)
H (-7.4555, 4.9742, -7.9944)
H (-5.6700, 4.9265, -7.9087)
H (-6.5817, 5.9361, -6.7531)
C (6.3003, 0.8255, 4.2943)
C (5.2983, 1.5536, 5.1710)
O (5.5086, 2.9679, 5.1602)
S (5.0938, 3.7972, 3.8369)
C (5.2782, 5.4225, 4.5093)
O (3.6988, 3.5637, 3.5570)
O (6.1063, 3.6142, 2.8315)
H (6.1689, 1.0841, 3.2427)
H (6.1847, -0.2563, 4.3894)
H (7.3223, 1.0995, 4.5694)
H (4.2710, 1.3187, 4.8754)
H (5.4211, 1.2231, 6.2043)
H (4.5374, 5.5709, 5.2958)
H (5.1146, 6.1378, 3.7010)
H (6.2899, 5.5307, 4.8993)
C (0.4822, -3.8465, -3.0027)
C (1.9670, -3.9666, -3.2960)
O (2.5719, -2.6895, -3.5063)
S (2.8076, -1.7272, -2.2267)
C (3.8156, -0.5127, -3.0257)
O (3.6081, -2.4287, -1.2559)
O (1.5581, -1.1054, -1.8722)
H (0.3048, -3.3326, -2.0570)
H (0.0190, -4.8340, -2.9390)
H (-0.0182, -3.2681, -3.7840)
H (2.4849, -4.5074, -2.4979)
H (2.1039, -4.5382, -4.2163)
H (4.7567, -0.9721, -3.3309)
H (4.0060, 0.2885, -2.3083)
H (3.2768, -0.1169, -3.8865)
C (-6.1820, 5.3558, 1.3633)
C (-4.7014, 5.2195, 1.0672)
O (-4.0831, 6.4900, 0.8566)
S (-3.8328, 7.4464, 2.1360)
C (-2.8143, 8.6495, 1.3342)
O (-3.0377, 6.7337, 3.1039)
O (-5.0725, 8.0811, 2.4967)
H (-6.3525, 5.8725, 2.3089)
H (-6.6571, 4.3754, 1.4255)
H (-6.6763, 5.9406, 0.5830)
H (-4.1871, 4.6716, 1.8635)
H (-4.5756, 4.6471, 0.1458)
H (-1.8801, 8.1792, 1.0253)
H (-2.6128, 9.4466, 2.0523)
H (-3.3519, 9.0522, 0.4762)
C (9.3690, -4.4417, 5.1290)
C (10.3038, -4.3172, 3.9394)
O (9.6474, -3.7506, 2.8049)
S (9.3075, -2.1693, 2.8218)
C (8.8259, -2.0132, 1.1275)
O (10.5272, -1.4310, 3.0289)
O (8.1428, -1.9489, 3.6378)
H (9.0555, -3.4619, 5.4915)
H (9.8601, -4.9626, 5.9544)
H (8.4641, -4.9884, 4.8508)
H (11.1941, -3.7344, 4.1957)
H (10.6424, -5.3126, 3.6454)
H (9.6897, -2.2068, 0.4905)
H (8.4697, -0.9925, 0.9755)
H (8.0220, -2.7196, 0.9219)
C (-3.9833, -4.2141, 7.8959)
C (-4.9151, -5.0417, 7.0294)
O (-5.8244, -4.2222, 6.2935)
S (-5.2556, -3.3770, 5.0375)
C (-6.8121, -2.8526, 4.3814)
O (-4.6387, -4.2850, 4.1037)
O (-4.5651, -2.2141, 5.5287)
H (-3.3200, -3.5970, 7.2885)
H (-3.3611, -4.8590, 8.5210)
H (-4.5547, -3.5390, 8.5385)
H (-4.3521, -5.6908, 6.3515)
H (-5.5183, -5.6884, 7.6697)
H (-7.3649, -3.7248, 4.0304)
H (-6.6114, -2.1760, 3.5482)
H (-7.3644, -2.3266, 5.1596)
C (4.3535, -3.6057, -5.9742)
C (4.0400, -4.0856, -7.3796)
O (5.1999, -4.5957, -8.0389)
S (5.7782, -6.0337, -7.5765)
C (6.9420, -6.2529, -8.8898)
O (4.7363, -7.0201, -7.7076)
O (6.5142, -5.8704, -6.3509)
H (4.6570, -4.4329, -5.3308)
H (3.4796, -3.1340, -5.5222)
H (5.1783, -2.8878, -5.9885)
H (3.2441, -4.8370, -7.3722)
H (3.6828, -3.2421, -7.9738)
H (6.4035, -6.3481, -9.8333)
H (7.5052, -7.1656, -8.6864)
H (7.6177, -5.3983, -8.9095)

Properties
charge = 0
structure (SMILES) = C[C@@H](Br)C[C@H]1OS(=O)(=O)O[C@H]1C(F)(F)c1cccc(C(F)(F)F)c1.CCOS(C)(=O)=O.CCOS(C)(=O)=O.CCOS(C)(=O)=O.CCOS(C)(=O)=O.CCOS(C)(=O)=O.CCOS(C)(=O)=O.CCOS(C)(=O)=O
E = -257850.09196 eV
maximum force = 7.16 eV Å⁻¹
lowest unoccupied orbital energy = -0.39 eV
HOMO-LUMO gap = 9.14 eV

Mulliken atomic charge list, values in e, 99 entries: -0.961 0.143 -0.173 -0.842 0.001 -0.413 1.099 -0.477 -0.627 -0.300 -0.008 1.209 -0.271 -0.314 -0.233 -0.576 -0.738 -0.639 0.057 0.836 -0.237 -0.245 -0.279 -0.043 0.194 0.415 0.224 0.121 0.239 0.594 0.387 0.392 0.449 0.378 0.338 0.235 -0.763 -0.574 -0.245 1.178 -0.939 -0.636 -0.580 0.253 0.408 0.272 0.348 0.294 0.322 0.365 0.309 -0.877 -0.431 -0.277 1.176 -0.995 -0.539 -0.614 0.295 0.379 0.270 0.302 0.294 0.314 0.365 0.346 -1.123 -0.272 -0.258 1.093 -0.785 -0.680 -0.417 0.271 0.415 0.270 0.347 0.279 0.328 0.196 0.325 -1.013 -0.088 -0.300 1.241 -0.942 -0.631 -0.619 0.418 0.297 0.263 0.293 0.087 0.308 0.373 0.316 -0.977 -0.341 -0.272